The following is a quantum chemistry calculation of a single C2H6N4O3 molecule in a non-equilibrium geometry, from the OMol25 dataset.

The calculation puts the total energy at -14269.7716 eV. The calculation puts the HOMO energy at -9.88 eV. The calculation puts the gap between HOMO and LUMO at 10.325 eV. The structure (SMILES) is [H]/N=C(/N)N(CO)[N+](=O)[O-]. For the LUMO energy, the calculation gives 0.45 eV.

Last column: Mulliken charge in e.
Atoms and positions in Å:
C: -0.865 -0.987 0.176  0.403
C: 0.620 0.793 -0.830  -0.619
N: -1.844 -1.760 -0.065  -0.661
N: -0.119 -1.120 1.320  -0.356
N: -0.737 0.358 -0.521  0.104
N: -1.747 1.254 -0.432  0.942
O: -2.932 0.942 -0.463  -0.598
O: -1.457 2.442 -0.481  -0.620
O: 1.252 1.561 0.101  -0.503
H: 0.614 1.189 -1.866  0.337
H: 1.125 -0.225 -0.857  0.465
H: -2.441 -1.820 -0.870  0.247
H: -0.001 -2.034 1.606  0.255
H: 0.615 -0.492 1.396  0.234
H: 1.163 2.530 -0.142  0.369